C32H25IN2O3OsS | wB97M-V/def2-TZVPD

```
65
C32H25IN2O3OsS wB97M-V/def2-TZVPD
Os -0.26 -0.85 -0.35
I 0.11 1.18 1.19
S -2.16 8.12 -2.46
O -1.30 -0.32 -2.14
O 0.68 -1.90 1.30
O -0.50 9.76 -3.55
N 1.16 -3.32 -0.44
N 0.26 -2.55 -1.18
C 3.00 -2.96 2.62
C 0.07 -3.03 -2.40
C -2.28 -0.63 -4.38
C -2.81 5.59 -3.30
C -1.40 -1.14 -3.29
C -1.21 4.34 -1.40
C 0.09 -2.09 2.56
C -2.08 6.35 -2.40
C 0.09 7.50 -4.09
C 2.71 -4.98 1.34
C -0.74 -3.63 4.21
C -1.91 3.57 -2.34
C -0.09 0.99 5.46
C -0.78 -2.34 -3.32
C 2.36 -3.66 1.60
C 1.35 -2.99 0.76
C -0.04 -0.99 3.45
C -0.74 -2.64 5.14
C 0.17 0.38 3.14
C 3.97 -3.59 3.39
C 0.71 -4.31 -2.85
C -1.49 0.98 -2.24
C -1.76 2.14 -2.33
C 3.67 -5.61 2.12
C -0.72 8.58 -3.44
C -0.40 -1.31 4.79
C -0.41 -0.30 5.78
C 0.17 1.33 4.12
C -1.31 5.72 -1.43
C -2.72 4.20 -3.27
C -0.31 -3.35 2.90
C 4.30 -4.91 3.14
H -3.45 6.08 -4.03
H -0.52 7.01 -4.86
H -0.60 3.85 -0.66
H -0.09 1.76 6.22
H -0.26 -4.14 2.16
H 2.21 -5.51 0.54
H -0.95 -2.87 -4.25
H 5.05 -5.41 3.75
H 0.39 6.74 -3.38
H 0.37 -5.16 -2.24
H 0.33 2.37 3.87
H -1.03 -4.64 4.46
H 0.45 -4.51 -3.89
H -3.29 3.61 -3.98
H -0.68 -0.57 6.79
H 4.47 -3.04 4.18
H 2.76 -1.92 2.81
H -1.77 -0.69 -5.34
H -0.77 6.32 -0.70
H -1.01 -2.85 6.17
H 3.93 -6.64 1.92
H 0.96 7.96 -4.55
H -2.56 0.41 -4.22
H 1.79 -4.27 -2.75
H -3.20 -1.21 -4.45
```

For the strongest force on any atom, the calculation gives 1.8 eV/Å. The charge is 0. For the total energy, the calculation gives -2355.9167 Eh. The calculation puts the LUMO energy (alpha / beta) at -0.2 / -0.2 eV. The HOMO energy (alpha / beta) is -5.7 / -5.7 eV.

Atomic partial charges in e from the natural (NBO) method, atoms 1 to 4:
1 Os -0.10
2 I 0.37
3 S 0.23
4 O -0.46



C32H25N6O2V | wB97M-V/def2-TZVPD

```
66
C32H25N6O2V wB97M-V/def2-TZVPD
V -0.18 -0.07 0.83
O -1.69 1.37 -3.38
O -0.93 -1.46 0.07
N 2.07 1.95 -0.40
N -1.26 0.24 2.45
N -0.07 1.74 0.59
N -1.96 2.48 1.87
N 1.80 -0.09 0.91
N -3.59 -0.65 -2.95
C -1.57 -3.72 0.14
C -0.86 3.88 0.16
C 0.90 2.41 -0.18
C -5.49 1.67 -5.05
C 0.89 4.75 -1.27
C 4.52 -0.51 0.68
C -1.28 -0.78 3.35
C 3.73 -1.39 1.43
C -2.58 -0.99 -2.22
C -1.05 6.08 -0.67
C -2.91 1.52 -3.95
C 0.16 5.94 -1.35
C -3.86 0.52 -3.71
C -2.49 -2.29 -1.59
C 2.39 -1.17 1.51
C -2.77 0.43 4.75
C -2.29 -4.80 -0.36
C -2.75 1.46 3.85
C -3.18 -3.39 -2.09
C -1.98 1.38 2.69
C -4.55 2.66 -5.30
C -3.09 -4.64 -1.48
C 2.56 0.80 0.19
C -1.09 2.67 0.96
C -0.67 2.30 -3.77
C -2.01 -0.72 4.51
C -1.57 5.06 0.11
C 0.35 3.73 -0.52
C -1.67 -2.49 -0.47
C -5.14 0.60 -4.26
C 3.93 0.57 0.06
C -3.27 2.59 -4.76
H -5.86 -0.19 -4.07
H 4.16 -2.25 1.93
H 0.55 6.76 -1.93
H -3.36 0.51 5.66
H -6.48 1.73 -5.48
H -0.53 2.27 -4.85
H -1.80 -0.25 -2.13
H -3.32 2.37 4.00
H -0.92 -3.84 1.00
H -3.63 -5.48 -1.89
H 1.85 4.65 -1.77
H -2.21 -5.77 0.12
H -4.35 -1.33 -3.00
H -1.58 7.02 -0.74
H 0.24 1.97 -3.28
H 5.58 -0.66 0.60
H -1.99 -1.55 5.20
H -0.92 3.31 -3.45
H 4.50 1.28 -0.52
H -0.71 -1.67 3.10
H -2.56 3.37 -4.98
H -4.81 3.50 -5.93
H -2.50 5.18 0.66
H -3.77 -3.30 -2.99
H 1.74 -1.84 2.05
```

For the strongest force on any atom, the calculation gives 0.9 eV/Å. The charge is +3. For the total energy, the calculation gives -2656.5582 Eh. The calculation puts the LUMO energy (alpha / beta) at -11.3 / -10.6 eV. The HOMO energy (alpha / beta) is -16.2 / -16.2 eV. As for the multiplicity: 2.

Atomic partial charges in e from the natural (NBO) method, atoms 1 to 4:
1 V 1.66
2 O -0.54
3 O -0.66
4 N -0.43



C32H26BBrF3N8O5Ti | wB97M-V/def2-TZVPD

```
77
C32H26BBrF3N8O5Ti wB97M-V/def2-TZVPD
Br -4.60 -1.19 6.38
Ti 0.28 -0.63 -0.23
F -1.21 -3.05 0.29
F -2.68 -1.48 0.08
F -1.87 -2.41 -1.68
O 0.26 -0.11 -2.14
O 1.74 -1.35 0.69
O -0.24 -1.81 3.14
O -0.59 -0.41 1.42
O 3.35 -1.70 3.06
N -0.95 2.44 -0.95
N 0.07 3.19 1.27
N 0.46 2.23 2.12
N 0.93 -2.32 -1.46
N 0.70 -2.23 -2.83
N 1.77 1.11 -0.37
N -1.44 1.23 -0.64
N 1.54 2.41 -0.62
C -4.34 0.81 4.37
C -0.31 1.18 -6.05
C -2.10 -0.33 3.19
C -3.79 -0.36 4.87
C 0.34 -1.00 -3.07
C 2.63 2.97 -1.16
C -2.64 0.84 2.67
C -0.27 -1.52 -5.43
C 0.11 2.62 3.33
C 3.02 0.85 -0.76
C 2.90 -5.10 1.91
C 2.83 -0.37 3.00
C 3.61 2.01 -1.27
C -2.46 1.01 -1.48
C -2.68 -0.94 4.30
C 1.86 -3.67 0.29
C -3.75 1.41 3.27
C 0.00 0.77 -4.76
C -2.63 2.09 -2.34
C -0.60 0.24 -7.02
C 2.25 -4.95 0.70
C -1.50 -1.93 -0.46
C -0.53 3.87 3.29
C 2.87 -2.70 2.28
C -0.58 -1.11 -6.71
C -1.65 2.98 -1.97
C 1.36 -3.46 -1.04
C -0.53 4.20 1.95
C -0.87 -0.94 2.57
C 0.02 -0.58 -4.45
C 2.12 -2.54 1.09
C 3.21 -3.98 2.68
B 0.24 3.12 -0.25
H -0.92 4.45 4.11
H 3.18 -6.09 2.26
H 0.20 1.49 -3.98
H 4.61 2.12 -1.66
H 1.43 -4.27 -1.76
H 0.29 4.25 -0.67
H 2.63 4.01 -1.41
H 1.74 -0.36 3.02
H 3.42 -0.14 -0.66
H -2.18 1.29 1.80
H -0.33 2.24 -6.28
H -4.17 2.33 2.88
H -5.22 1.24 4.84
H -1.40 3.97 -2.33
H -0.85 0.57 -8.03
H 0.32 2.00 4.18
H -3.37 2.21 -3.12
H -3.02 0.10 -1.43
H -0.90 5.06 1.43
H -0.25 -2.57 -5.17
H -2.24 -1.85 4.69
H -0.82 -1.84 -7.47
H 3.74 -4.09 3.61
H 2.03 -5.80 0.07
H 3.18 0.16 2.12
H 3.22 0.12 3.90
```

For the strongest force on any atom, the calculation gives 0.6 eV/Å. The charge is -1. For the total energy, the calculation gives -5797.5235 Eh. The calculation puts the LUMO energy at 2.2 eV. The HOMO energy is -5.6 eV.

Atomic partial charges in e from the Löwdin method, atoms 1 to 4:
1 Br 0.69
2 Ti 1.19
3 F 0.05
4 F 0.04



C32H26BaClN11O2 | wB97M-V/def2-TZVPD

```
73
C32H26BaClN11O2 wB97M-V/def2-TZVPD
Ba -0.31 0.62 -0.69
Cl -0.38 -1.11 -3.06
O -6.89 -2.95 -0.60
O 2.74 -0.27 2.22
N 2.32 -0.22 -1.28
N 0.87 -0.84 0.97
N -8.09 -4.75 -0.97
N -8.35 -4.31 0.32
N -2.58 0.63 1.33
N -4.54 0.83 2.26
N -3.39 0.34 -1.87
N 0.37 2.05 1.61
N -3.78 -0.88 -3.64
N -4.21 0.36 -3.97
N -3.69 0.62 3.29
C -0.13 3.16 2.17
C -3.84 -1.98 -4.57
C -7.23 -3.93 -1.47
C -5.97 0.97 2.50
C 3.08 0.20 -2.30
C -6.56 -3.96 -2.77
C -4.91 -3.00 -4.25
C 3.53 -2.26 -1.29
C -7.97 -2.82 2.91
C -5.63 -2.97 -3.07
C -7.80 -2.00 4.02
C 1.58 -0.10 1.82
C -5.17 -4.02 -5.16
C -0.15 3.38 3.53
C -3.95 1.05 -2.88
C -3.29 -0.87 -2.40
C -2.53 0.52 2.69
C -3.87 0.82 1.11
C -6.12 -4.99 -4.88
C -7.62 -3.26 0.50
C 0.95 1.28 3.80
C 4.08 -0.56 -2.86
C -7.48 -2.41 1.68
C -6.67 -0.36 2.67
C 0.90 1.12 2.41
C 2.53 -1.43 -0.77
C -6.82 -4.97 -3.68
C 0.41 2.41 4.36
C -6.83 -1.18 1.56
C 1.67 -1.90 0.38
C 4.30 -1.83 -2.34
C -7.14 -0.78 3.90
H -5.45 -2.18 -2.34
H 1.43 0.52 4.39
H -2.85 -2.46 -4.57
H 4.66 -0.18 -3.69
H -8.17 -2.32 4.98
H -4.32 0.94 0.14
H 3.68 -3.24 -0.85
H -8.47 -3.77 2.99
H -7.01 -0.16 4.77
H -4.00 -1.54 -5.55
H -6.31 -5.77 -5.60
H -2.87 -1.75 -1.93
H -4.18 2.10 -2.82
H -7.55 -5.73 -3.44
H 2.86 1.19 -2.68
H -6.46 -0.87 0.59
H -4.63 -4.06 -6.10
H 5.07 -2.47 -2.75
H 2.34 -2.34 1.12
H -0.54 3.89 1.49
H 1.01 -2.68 0.00
H -1.61 0.35 3.23
H -6.39 1.50 1.64
H 0.42 2.55 5.44
H -0.58 4.29 3.93
H -6.10 1.59 3.38
```

For the strongest force on any atom, the calculation gives 1.2 eV/Å. The charge is 0. For the total energy, the calculation gives -2473.6767 Eh. The calculation puts the LUMO energy at -0.2 eV. The HOMO energy is -8.3 eV.

Atomic partial charges in e from the Löwdin method, atoms 1 to 4:
1 Ba 1.60
2 Cl -0.39
3 O 0.12
4 O 0.02



C32H26ClMnN3OS | wB97M-V/def2-TZVPD

```
65
C32H26ClMnN3OS wB97M-V/def2-TZVPD
Mn 0.42 0.12 -0.66
Cl 5.43 4.70 1.23
S -0.68 2.79 -2.27
O -0.72 1.38 -1.74
N -0.17 -1.29 -2.05
N -1.09 -0.73 0.30
N 0.51 1.16 1.16
C 1.32 2.65 2.86
C -0.47 1.14 3.39
C 0.42 2.17 3.77
C -1.39 0.57 4.30
C -0.40 0.67 2.06
C -1.44 -3.00 -3.85
C -4.69 2.68 -1.95
C 1.33 2.11 1.57
C 3.14 2.71 -1.39
C 4.60 3.43 0.37
C 3.19 1.38 -0.95
C -0.21 -2.48 -4.13
C -0.33 3.87 -0.88
C -1.27 -0.38 1.61
C -3.91 -2.77 -1.10
C 2.34 0.35 -1.56
C -5.09 3.79 -2.67
C -3.36 -3.16 -2.29
C -3.21 -1.96 -0.19
C -1.38 -1.84 -1.74
C 4.72 2.12 0.80
C -2.79 4.29 -3.18
C -3.35 2.36 -1.83
C 0.38 -1.60 -3.20
C -1.93 -1.50 -0.46
C 3.82 3.73 -0.74
C -2.07 -2.69 -2.63
C -2.18 -0.46 3.87
C 4.03 1.11 0.14
C -4.14 4.60 -3.29
C -2.13 -0.94 2.55
C -2.42 3.18 -2.44
H -1.94 -3.66 -4.55
H -3.01 1.49 -1.28
H 5.34 1.89 1.66
H -4.90 -3.10 -0.83
H 2.18 0.58 -2.62
H 2.03 3.42 3.11
H 0.31 -2.70 -5.05
H 0.38 2.55 4.79
H 1.34 -1.14 -3.42
H 0.73 3.82 -0.67
H -0.61 4.88 -1.18
H -3.89 -3.81 -2.98
H -2.87 -0.94 4.56
H 2.80 -0.64 -1.48
H 3.77 4.75 -1.09
H -2.05 4.90 -3.68
H -1.43 0.94 5.31
H -2.74 -1.79 2.30
H -5.44 2.05 -1.48
H -4.45 5.46 -3.87
H -3.72 -1.67 0.72
H 2.55 2.96 -2.27
H 4.12 0.09 0.50
H -6.14 4.03 -2.76
H -0.92 3.55 -0.02
H 2.05 2.47 0.86
```

For the strongest force on any atom, the calculation gives 0.4 eV/Å. The charge is 0. For the total energy, the calculation gives -3483.8781 Eh. The calculation puts the LUMO energy (alpha / beta) at 0.2 / 0.2 eV. The HOMO energy (alpha / beta) is -6.6 / -6.7 eV. As for the multiplicity: 2.

Atomic partial charges in e from the natural (NBO) method, atoms 1 to 4:
1 Mn 1.04
2 Cl -0.03
3 S 1.29
4 O -0.97



C32H26NO2S8Sr | wB97M-V/def2-TZVPD

```
70
C32H26NO2S8Sr wB97M-V/def2-TZVPD
Sr 0.19 -0.13 -0.50
S -0.69 -2.46 -1.62
S 0.26 -0.24 -3.52
S 3.55 -3.22 -0.68
S -2.10 3.22 2.96
S 2.63 -0.61 -1.66
S -3.16 1.91 -0.79
S 1.08 -4.59 -0.61
S 3.52 -6.04 0.29
O -0.21 0.76 -2.44
O -1.91 1.16 -0.45
N -0.22 2.65 1.28
C 1.19 0.84 -4.62
C 2.81 2.42 -6.22
C -2.96 0.10 -2.88
C 2.38 1.18 -6.67
C 0.98 -2.95 -1.22
C -3.62 4.43 -1.71
C -1.40 3.54 -2.13
C 2.18 -2.28 -1.24
C -1.06 4.73 -2.77
C -3.95 1.04 -2.20
C -0.55 0.83 4.41
C -3.27 5.61 -2.35
C 0.29 -1.41 4.24
C -0.29 4.65 -0.16
C -2.27 0.61 -4.14
C -1.23 -0.43 -4.53
C -1.80 4.36 1.70
C -0.81 2.20 2.34
C -0.16 -0.35 5.03
C 0.32 -1.28 2.85
C -2.68 3.41 -1.62
C -0.75 3.88 0.91
C -2.41 5.58 1.42
C 2.76 -4.69 -0.30
C 1.64 2.07 -4.14
C -0.90 5.86 -0.44
C -0.47 0.92 3.02
C -1.96 6.32 0.35
C -0.06 -0.11 2.17
C -1.99 5.75 -2.89
C 2.45 2.86 -4.95
C 1.58 0.39 -5.87
H -0.18 -0.44 6.11
H -0.92 -0.41 -5.58
H -1.58 -1.44 -4.30
H -3.23 5.94 2.04
H 0.54 4.28 -0.76
H -4.36 1.81 -2.86
H -2.20 -0.14 -2.14
H -3.99 6.41 -2.43
H -0.69 2.73 -2.01
H -2.43 7.27 0.12
H -4.60 4.31 -1.27
H -1.78 1.57 -3.96
H -0.55 6.45 -1.27
H -2.98 0.76 -4.95
H 0.61 -2.34 4.71
H 3.44 3.04 -6.84
H -0.88 1.67 5.01
H -4.78 0.49 -1.76
H -1.72 6.68 -3.39
H 2.68 0.83 -7.65
H 2.80 3.81 -4.58
H 0.65 -2.16 2.28
H -0.07 4.84 -3.19
H 1.28 -0.60 -6.21
H -3.47 -0.85 -3.10
H 1.35 2.39 -3.15
```

For the strongest force on any atom, the calculation gives 4.3 eV/Å. The charge is -1. For the total energy, the calculation gives -4656.5255 Eh. The calculation puts the LUMO energy at 1.9 eV. The HOMO energy is -4.0 eV.

Atomic partial charges in e from the natural (NBO) method, atoms 1 to 4:
1 Sr 1.72
2 S -0.53
3 S 1.32
4 S 0.48